Entry from the OMol25 dataset: a 2-piece molecular cluster, C5H10O5 overall at a distorted geometry (ωB97M-V/def2-TZVPD).

The geometry in XYZ format:
```
20
Properties=species:S:1:pos:R:3:forces:R:3
C 0.17776 0.59242 -0.75888 -1.1 0.3 2.0
C -0.43944 -0.71894 -1.14539 -0.1 -2.3 -1.3
C -0.83970 -1.69091 -0.00946 2.2 1.5 1.1
H 0.90578 0.56813 0.07470 -0.6 -0.5 -0.1
O -3.20613 -2.73388 -0.98742 3.1 -2.1 0.7
C 1.22742 2.53092 -1.64302 -0.2 -1.1 -1.0
H -0.73297 1.10617 -0.39546 0.9 1.1 -0.2
H 1.73192 2.95020 -2.53597 -0.1 -0.6 0.1
H -2.22645 -4.53216 -1.10740 0.4 0.5 0.3
H 2.38256 2.98038 4.05477 0.0 -0.3 1.0
C -2.18975 -3.45681 -0.84294 -3.6 2.3 -1.2
O 0.99844 3.18998 -0.68644 -0.2 0.1 0.8
H -1.64556 -1.31355 0.64905 0.1 -0.5 -0.7
H 2.55178 3.42787 5.53658 -0.2 -0.8 -0.6
H 0.07866 -1.78353 0.60167 -0.6 0.0 0.1
H 0.31656 -1.24286 -1.76136 -0.5 -0.1 0.2
O -0.99846 -3.02012 -0.47053 -0.4 -0.8 -0.1
H -1.38259 -0.68830 -1.72415 0.7 0.8 -0.2
O 2.40406 2.63329 4.97527 0.1 1.2 -0.4
O 0.88614 1.20167 -1.82359 -0.1 1.5 -0.6
```
Forces are in eV/Å.

The frontier orbital gap comes out at 0.41900 hartree. The SMILES is O=COCCCOC=O.O. The energy above the lowest of the compared OMol25 structures with the same formula, charge and spin is 34.5 kcal per mole. The value obtained for the total energy is -572.68928 Eh. The HOMO energy is -10.78 eV.

Which charges does Mulliken predict for the atoms? In e, they are:
1. C -0.455
2. C -0.351
3. C -0.474
4. H 0.305
5. O -0.530
6. C 0.080
7. H 0.282
8. H 0.356
9. H 0.366
10. H 0.325
11. C 0.177
12. O -0.434
13. H 0.338
14. H 0.327
15. H 0.333
16. H 0.297
17. O -0.288
18. H 0.263
19. O -0.652
20. O -0.264